Entry 1:
The following is a quantum chemistry calculation of a cluster of 2 separate species, C6H12N2O3 in total, from OMol25.

HOMO (alpha / beta): -9.17 / -8.76 eV
Relative energy (zero: lowest compared OMol25 entry of this formula, charge and spin): 733.13 kJ/mol
Lowest unoccupied orbital energy (alpha / beta): -0.37 / -0.51 eV

```
! RIJCOSX wB97M-V def2-TZVPD def2/J DEFGRID3
* xyz 0 1
C -0.49 2.80 -0.21
C -0.02 -2.14 0.80
C -1.57 -1.39 -1.02
C -1.12 1.53 0.35
C -0.95 -1.03 0.33
C -0.26 0.31 0.24
N 3.78 0.01 -0.15
N 1.01 0.48 0.09
O 1.97 -0.40 -0.02
O 4.29 -1.03 -0.26
O 4.07 1.13 -0.10
H 0.42 3.05 0.33
H -0.24 2.67 -1.26
H -1.19 3.63 -0.12
H 0.45 -1.88 1.75
H 0.76 -2.33 0.07
H -0.58 -3.06 0.94
H -1.97 -2.40 -0.99
H -2.38 -0.70 -1.28
H -0.81 -1.34 -1.80
H -2.06 1.33 -0.17
H -1.36 1.68 1.41
H -1.76 -0.92 1.07
*
```

Atom charges from the Löwdin analysis, given in e for atoms 1 to 5:
1 C -0.106
2 C -0.073
3 C -0.060
4 C -0.202
5 C -0.366

***

Entry 2:
The following is a quantum chemistry calculation of a cluster of 2 separate species, C7H17NO2P in total, from OMol25.

HOMO: -11.52 eV
Relative energy (zero: lowest compared OMol25 entry of this formula, charge and spin): 115.53 kJ/mol
Lowest unoccupied orbital energy: -4.26 eV

```
! RIJCOSX wB97M-V def2-TZVPD def2/J DEFGRID3
* xyz 1 1
C 1.31 -0.19 0.55
C 1.21 -1.03 1.76
C 0.98 -2.46 1.54
N 1.27 -0.43 2.91
P 2.02 -1.17 4.13
O 3.07 -2.24 3.69
H 1.05 -0.78 -0.31
H 0.55 0.58 0.64
H 2.31 0.22 0.45
H 1.83 -2.88 1.02
H 0.77 -3.03 2.43
H 0.14 -2.54 0.86
H 2.72 -0.18 4.81
H 1.09 -1.71 5.04
H 2.95 -3.05 4.22
C -2.25 2.15 -1.79
C -1.18 2.45 -2.83
C -0.77 1.06 -3.28
O -1.93 0.24 -3.15
C -2.94 0.93 -2.41
H -2.93 2.97 -1.61
H -1.78 1.88 -0.84
H -1.61 3.00 -3.67
H -0.34 3.03 -2.45
H 0.01 0.64 -2.64
H -0.42 1.03 -4.32
H -3.73 1.24 -3.10
H -3.37 0.27 -1.66
*
```

Atom charges from the Löwdin analysis, given in e for atoms 1 to 5:
1 C -0.001
2 C -0.413
3 C -0.017
4 N -0.076
5 P 0.855

***

Entry 3:
The following is a quantum chemistry calculation of a cluster of 2 separate species, C2H5FO2 in total, from OMol25.

HOMO (alpha / beta): -8.94 / -8.94 eV
Relative energy (zero: lowest compared OMol25 entry of this formula, charge and spin): 402.45 kJ/mol
Lowest unoccupied orbital energy (alpha / beta): 0.12 / 0.12 eV

```
! RIJCOSX wB97M-V def2-TZVPD def2/J DEFGRID3
* xyz 0 1
C 1.23 0.73 -0.15
C -0.96 0.27 0.28
O -0.29 -1.88 -0.28
O -0.24 1.05 -0.38
F -2.30 0.22 -0.16
H 1.72 1.65 0.17
H 1.55 0.33 -1.06
H 1.26 -0.07 0.56
H -0.80 0.09 1.28
H -1.17 -2.39 -0.26
*
```

Atom charges from the Löwdin analysis, given in e for atoms 1 to 5:
1 C 0.064
2 C -0.169
3 O -0.347
4 O 0.024
5 F 0.057

***

Entry 4:
The following is a quantum chemistry calculation of a structure of composition C18H17Br2CuN4OS2, from OMol25.

Expectation value of S²: 0.75
HOMO (alpha / beta): -10.57 / -10.57 eV
Relative energy (zero: lowest compared OMol25 entry of this formula, charge and spin): 0.00 kJ/mol
Lowest unoccupied orbital energy (alpha / beta): -2.84 / -4.57 eV

```
! RIJCOSX wB97M-V def2-TZVPD def2/J DEFGRID3
* xyz 1 2
Cu -0.50 -0.22 0.13
C -3.40 -1.80 -0.60
C -2.96 -0.75 -1.58
C -3.70 -0.53 -2.76
C -3.30 0.42 -3.65
C -2.14 1.18 -3.40
C -1.61 2.19 -4.25
Br -2.48 2.61 -5.87
C -0.46 2.85 -3.91
C 0.22 2.54 -2.72
Br 1.80 3.47 -2.30
C -0.25 1.59 -1.85
O 0.33 1.28 -0.70
C -1.45 0.90 -2.21
N -1.88 -0.05 -1.32
H -4.47 -1.97 -0.67
H -3.16 -1.51 0.42
H -2.90 -2.75 -0.82
H -4.58 -1.13 -2.94
H -3.85 0.59 -4.56
H -0.06 3.61 -4.57
S -1.54 -0.34 2.22
C -0.18 0.30 3.04
N 0.34 1.48 2.80
C 1.55 1.86 3.52
C 1.74 0.82 4.64
S 0.64 -0.58 4.27
H -0.04 2.04 2.05
H 1.43 2.86 3.93
H 2.39 1.86 2.82
H 1.48 1.23 5.62
H 2.77 0.46 4.68
N 2.60 0.41 0.57
C 2.34 -0.92 0.72
C 3.36 -1.81 1.10
C 3.08 -3.15 1.24
C 1.78 -3.61 0.99
C 0.84 -2.69 0.64
N 1.10 -1.37 0.51
H 3.57 0.64 0.48
H 1.98 0.92 -0.07
H 4.36 -1.43 1.27
H 3.86 -3.84 1.53
H 1.52 -4.65 1.09
H -0.19 -2.98 0.46
*
```

Atom charges from the Löwdin analysis, given in e for atoms 1 to 5:
1 Cu 0.452
2 C -0.014
3 C -0.281
4 C 0.011
5 C 0.009

***

Entry 5:
The following is a quantum chemistry calculation of a cluster of 13 separate species, C70H156N13O15 in total, from OMol25.

HOMO: -13.32 eV
Lowest unoccupied orbital energy: -4.38 eV

```
! RIJCOSX wB97M-V def2-TZVPD def2/J DEFGRID3
* xyz 3 1
C -1.35 4.77 4.01
C -0.53 5.08 2.79
C 0.98 5.16 3.19
N 1.95 5.22 2.02
C 1.91 3.96 1.22
C 3.38 5.50 2.59
C 4.07 6.29 1.51
C 3.02 6.82 0.52
C 1.70 6.42 1.22
H -1.07 3.71 4.30
H -2.41 4.97 3.96
H -1.01 5.43 4.82
H -0.91 6.08 2.46
H -0.53 4.35 1.96
H 1.31 4.31 3.71
H 1.14 6.03 3.81
H 2.64 4.05 0.42
H 0.94 3.96 0.64
H 2.03 3.15 1.96
H 3.96 4.63 2.82
H 3.20 6.03 3.46
H 4.80 5.59 1.14
H 4.63 7.14 1.99
H 3.14 6.27 -0.48
H 3.09 7.88 0.40
H 0.95 6.29 0.47
H 1.45 7.21 1.99
C 2.54 7.82 -3.75
C 3.42 6.92 -4.60
C 3.01 5.43 -4.56
N 3.55 4.60 -5.77
C 4.98 5.05 -5.98
C 2.70 4.71 -6.99
C 1.55 3.82 -6.68
C 2.13 2.75 -5.75
C 3.56 3.15 -5.51
H 1.47 7.78 -4.09
H 2.85 8.83 -3.82
H 2.55 7.55 -2.74
H 4.47 7.00 -4.40
H 3.40 7.33 -5.63
H 1.95 5.30 -4.64
H 3.38 4.94 -3.68
H 5.60 4.83 -5.11
H 5.01 6.13 -6.23
H 5.48 4.48 -6.76
H 3.34 4.35 -7.78
H 2.54 5.80 -7.15
H 1.21 3.30 -7.58
H 0.63 4.31 -6.26
H 2.17 1.79 -6.30
H 1.61 2.51 -4.84
H 4.29 2.70 -6.20
H 3.96 2.81 -4.51
C 5.20 -0.78 2.76
C 3.91 -1.60 2.56
C 3.60 -2.13 3.97
N 2.22 -2.83 4.07
C 2.16 -3.85 3.04
C 1.02 -1.91 4.03
C 0.26 -2.00 5.40
C 0.68 -3.35 5.98
C 2.13 -3.48 5.44
H 5.01 0.12 3.37
H 5.62 -0.39 1.78
H 5.82 -1.38 3.36
H 4.14 -2.40 1.82
H 3.08 -1.05 2.10
H 3.53 -1.30 4.65
H 4.34 -2.81 4.28
H 1.17 -4.40 3.11
H 2.96 -4.58 3.03
H 2.09 -3.39 2.08
H 0.43 -2.31 3.19
H 1.38 -0.91 3.80
H -0.77 -1.84 5.12
H 0.61 -1.16 6.03
H -0.03 -4.12 5.68
H 0.65 -3.41 7.06
H 2.62 -4.46 5.43
H 2.70 -2.79 6.05
C -5.11 -7.52 3.32
C -3.80 -7.94 2.67
C -3.49 -7.01 1.58
N -2.24 -7.28 0.76
C -0.93 -7.24 1.52
C -2.09 -6.22 -0.34
C -1.47 -6.95 -1.53
C -1.75 -8.51 -1.33
C -2.40 -8.58 0.03
H -5.98 -7.55 2.62
H -5.11 -6.54 3.73
H -5.39 -8.24 4.15
H -3.90 -8.96 2.42
H -3.01 -7.84 3.43
H -3.34 -6.01 1.94
H -4.34 -6.86 0.90
H -0.89 -6.30 2.03
H -0.23 -7.28 0.72
H -0.89 -7.99 2.29
H -1.60 -5.28 -0.03
H -3.11 -5.94 -0.54
H -0.38 -6.82 -1.50
H -1.84 -6.51 -2.46
H -0.83 -9.13 -1.40
H -2.43 -8.84 -2.12
H -1.96 -9.43 0.65
H -3.44 -8.89 0.02
C -2.11 1.18 6.54
C -2.06 0.06 7.60
C -1.67 0.55 8.99
N -0.21 0.81 9.24
C 0.54 1.69 8.22
C 0.39 -0.56 9.34
C 1.59 -0.39 10.15
C 1.36 0.86 11.03
C -0.01 1.43 10.61
H -2.73 0.94 5.67
H -1.13 1.41 6.16
H -2.61 1.99 6.97
H -1.41 -0.73 7.30
H -3.06 -0.24 7.69
H -1.94 0.01 9.88
H -2.26 1.52 9.15
H 1.64 1.81 8.44
H 0.08 2.70 8.17
H 0.48 1.31 7.22
H 0.51 -0.93 8.31
H -0.35 -1.24 9.82
H 2.52 -0.43 9.47
H 1.57 -1.19 10.87
H 2.16 1.51 10.85
H 1.39 0.59 12.11
H -0.09 2.48 10.58
H -0.79 0.98 11.30
C -3.97 7.54 -5.00
C -3.34 6.09 -5.09
C -4.23 5.05 -4.40
N -3.88 3.58 -4.49
C -2.58 3.23 -3.80
C -3.90 3.10 -5.95
C -3.98 1.61 -5.85
C -4.77 1.38 -4.59
C -4.99 2.72 -3.94
H -3.44 8.25 -5.62
H -3.82 7.93 -3.99
H -5.01 7.48 -5.30
H -2.35 6.04 -4.66
H -3.16 5.82 -6.14
H -5.23 5.09 -4.83
H -4.27 5.30 -3.37
H -1.83 3.42 -4.56
H -2.59 2.17 -3.68
H -2.54 3.84 -2.92
H -3.02 3.45 -6.39
H -4.78 3.42 -6.45
H -3.02 1.07 -5.73
H -4.37 1.24 -6.78
H -4.26 0.69 -3.92
H -5.73 0.87 -4.80
H -5.10 2.62 -2.83
H -5.89 3.23 -4.25
C -3.93 0.54 3.00
C -2.89 1.48 2.47
C -2.41 1.42 1.05
C -1.53 0.14 0.90
N -1.15 -0.17 -0.55
C -0.05 -1.19 -0.51
C 1.21 -0.35 -0.35
C 0.78 1.17 -0.54
C -0.52 0.97 -1.34
C -2.33 -0.74 -1.27
C -3.20 -1.79 -0.61
C -3.87 -2.76 -1.62
H -3.67 -0.54 2.89
H -4.95 0.59 2.62
H -4.12 0.70 4.08
H -1.98 1.37 3.15
H -3.18 2.52 2.58
H -1.78 2.27 0.81
H -3.26 1.34 0.39
H -2.13 -0.70 1.28
H -0.67 0.18 1.56
H -0.04 -1.72 -1.48
H -0.23 -1.92 0.29
H 1.94 -0.50 -1.11
H 1.64 -0.50 0.62
H 1.58 1.75 -1.04
H 0.52 1.71 0.42
H -0.39 0.59 -2.30
H -1.20 1.84 -1.36
H -1.94 -1.23 -2.15
H -2.96 0.08 -1.55
H -3.93 -1.26 0.04
H -2.69 -2.37 0.08
H -4.80 -3.15 -1.17
H -3.18 -3.60 -1.63
H -4.13 -2.36 -2.63
C -2.11 -2.97 -5.37
C -0.99 -3.04 -6.33
C 0.20 -3.90 -5.73
C 0.78 -3.16 -4.54
N 2.28 -3.38 -4.31
C 2.70 -2.61 -3.10
C 3.18 -1.18 -3.57
C 3.08 -1.15 -5.12
C 3.09 -2.65 -5.47
C 2.72 -4.87 -4.34
C 1.94 -5.86 -3.52
C 2.78 -6.95 -3.02
H -1.74 -2.61 -4.40
H -2.56 -3.96 -5.36
H -2.88 -2.29 -5.69
H -0.60 -2.07 -6.51
H -1.35 -3.41 -7.33
H 0.87 -3.97 -6.58
H -0.11 -4.87 -5.33
H 0.26 -3.52 -3.63
H 0.66 -2.04 -4.65
H 3.48 -3.25 -2.63
H 1.79 -2.72 -2.42
H 4.20 -1.06 -3.28
H 2.64 -0.39 -3.08
H 4.04 -0.71 -5.51
H 2.25 -0.58 -5.49
H 4.09 -2.89 -5.25
H 2.69 -2.99 -6.37
H 3.79 -4.88 -4.07
H 2.60 -5.12 -5.39
H 1.12 -6.27 -4.09
H 1.43 -5.33 -2.65
H 3.66 -6.57 -2.44
H 3.10 -7.55 -3.94
H 2.33 -7.71 -2.34
N 1.86 1.21 4.42
O 2.80 0.87 5.19
O 0.72 1.31 4.90
O 2.01 1.47 3.21
N 1.30 -4.42 -0.10
O 2.29 -3.69 -0.24
O 0.29 -4.22 -0.84
O 1.24 -5.34 0.72
N -1.90 -3.44 2.75
O -1.07 -4.22 3.31
O -2.83 -3.88 2.07
O -1.77 -2.21 2.86
N -0.40 0.37 -4.69
O 0.66 0.10 -4.06
O -0.34 0.89 -5.82
O -1.48 0.14 -4.13
N 0.09 4.88 -2.13
O -0.47 5.19 -3.13
O 1.36 4.92 -1.97
O -0.56 4.37 -1.18
*
```

Atom charges from the Löwdin analysis, given in e for atoms 1 to 5:
1 C -0.105
2 C -0.213
3 C -0.109
4 N -0.254
5 C 0.015

***

Entry 6:
The following is a quantum chemistry calculation of a structure of composition C44H48AuN13O3P, from OMol25.

HOMO (alpha / beta): -13.50 / -13.50 eV
Lowest unoccupied orbital energy (alpha / beta): -9.66 / -9.66 eV

```
! RIJCOSX wB97M-V def2-TZVPD def2/J DEFGRID3
* xyz 3 1
Au -0.24 -0.51 -0.76
C -5.42 3.65 -2.93
C -6.04 2.78 -1.86
C -7.38 2.88 -1.55
C -7.95 2.11 -0.55
C -7.16 1.22 0.17
C -5.81 1.11 -0.12
C -5.25 1.87 -1.15
N -3.87 1.82 -1.44
C -3.01 0.79 -1.34
N -3.56 -0.44 -1.30
C -2.95 -1.69 -1.44
C -1.59 -1.89 -1.41
C -1.03 -3.15 -1.60
C -1.87 -4.24 -1.76
C -3.24 -4.06 -1.76
C -3.81 -2.80 -1.63
C -5.30 -2.62 -1.70
N -1.71 0.99 -1.38
C -1.13 2.26 -1.23
C -0.28 2.70 -2.26
C 0.34 3.93 -2.17
C 0.12 4.74 -1.06
C -0.70 4.30 -0.04
C -1.33 3.05 -0.08
C -2.13 2.57 1.10
H -6.19 4.25 -3.41
H -4.92 3.05 -3.69
H -4.69 4.34 -2.50
H -8.00 3.58 -2.09
H -9.00 2.20 -0.31
H -7.59 0.64 0.98
H -5.18 0.47 0.49
H -3.44 2.70 -1.70
H -4.57 -0.46 -1.36
H 0.04 -3.28 -1.52
H -1.45 -5.24 -1.86
H -3.90 -4.92 -1.86
H -5.78 -3.59 -1.83
H -5.58 -2.00 -2.56
H -5.72 -2.17 -0.80
H -0.13 2.05 -3.11
H 0.98 4.29 -2.97
H 0.59 5.71 -0.99
H -0.87 4.92 0.83
H -1.69 2.95 2.02
H -2.16 1.48 1.15
H -3.16 2.94 1.06
C -0.60 -2.02 4.98
N -0.45 -1.34 3.70
C -0.69 -1.78 2.47
N -0.41 -0.81 1.60
C 0.02 0.22 2.38
N -0.01 -0.07 3.66
C 0.72 -2.44 5.61
C 0.73 -3.52 6.49
C 1.90 -3.87 7.15
C 3.07 -3.16 6.93
C 3.06 -2.10 6.04
C 1.88 -1.73 5.39
C 4.27 -1.34 5.73
N 5.34 -1.14 6.44
N 6.15 -0.33 5.72
C 5.56 -0.08 4.60
O 4.35 -0.70 4.54
C 6.01 0.71 3.46
C 7.01 1.66 3.62
C 7.42 2.39 2.52
C 6.84 2.18 1.28
C 5.85 1.22 1.12
C 5.30 0.97 -0.27
N 4.03 0.27 -0.28
C 2.79 0.77 -0.25
N 1.92 -0.23 -0.19
C 2.70 -1.34 -0.18
N 3.98 -1.07 -0.24
C 5.43 0.49 2.21
H -1.24 -2.89 4.83
H -1.10 -1.33 5.66
H -1.05 -2.76 2.23
H 0.34 1.17 2.00
H -0.18 -4.07 6.68
H 1.89 -4.69 7.85
H 4.00 -3.42 7.43
H 1.89 -0.86 4.75
H 7.44 1.82 4.60
H 8.20 3.14 2.62
H 7.18 2.75 0.42
H 6.01 0.33 -0.81
H 5.19 1.91 -0.81
H 2.55 1.82 -0.27
H 2.32 -2.35 -0.11
H 4.68 -0.29 2.12
N 2.02 1.12 -6.17
C 2.62 0.06 -5.29
P 1.16 -0.75 -4.43
O 0.03 -0.39 -5.37
O 1.09 -0.41 -2.98
C 1.30 -2.59 -4.72
N -0.10 -3.04 -4.98
H 1.01 0.81 -6.28
H 2.47 1.22 -7.08
H 2.02 2.03 -5.72
H 3.33 0.48 -4.59
H 3.14 -0.67 -5.92
H 1.74 -3.12 -3.87
H 1.90 -2.80 -5.60
H -0.17 -3.93 -5.49
H -0.54 -2.27 -5.53
H -0.65 -3.12 -4.11
*
```

Atom charges from the Löwdin analysis, given in e for atoms 1 to 5:
1 Au 1.173
2 C -0.028
3 C -0.202
4 C -0.012
5 C -0.045

***

Entry 7:
The following is a quantum chemistry calculation of a cluster of 2 separate species, C5H6O in total, from OMol25.

HOMO: -9.24 eV
Relative energy (zero: lowest compared OMol25 entry of this formula, charge and spin): 223.89 kJ/mol
Lowest unoccupied orbital energy: 1.03 eV

```
! RIJCOSX wB97M-V def2-TZVPD def2/J DEFGRID3
* xyz 0 1
C -1.07 -1.00 -0.57
C 0.67 2.01 0.18
C 0.16 -0.51 0.04
C 3.10 -0.96 0.26
C 0.40 0.76 0.01
O 3.51 -0.09 -0.34
H -1.68 -0.12 -0.82
H -0.89 -1.53 -1.46
H 1.32 2.55 -0.48
H 0.24 2.55 0.97
H 1.06 -0.97 0.37
H -1.51 -1.67 0.10
*
```

Atom charges from the Löwdin analysis, given in e for atoms 1 to 5:
1 C -0.087
2 C 0.010
3 C -0.183
4 C 0.034
5 C -0.151